ORCA calculation (ωB97M-V/def2-TZVPD) on C42H39N9OPRuS2 as an isolated structure.

Last column: Mulliken spin population.
CARTESIAN COORDINATES (ANGSTROEM)
Ru  0.392  0.163  -0.418  3.853
N  1.998  3.669  2.053  0.014
C  1.659  2.472  1.544  -0.048
S  0.921  2.497  -0.047  0.409
N  1.935  1.409  2.254  0.047
N  1.516  0.269  1.616  0.129
C  1.817  -0.836  2.184  0.015
C  1.442  -2.101  1.535  0.012
C  1.587  -3.318  2.181  0.008
C  1.211  -4.474  1.514  -0.001
C  0.715  -4.376  0.223  0.014
C  0.614  -3.120  -0.352  0.018
N  0.973  -2.007  0.283  0.033
H  1.790  4.519  1.560  0.000
H  2.399  3.711  2.975  -0.004
H  2.357  -0.837  3.127  0.009
H  1.986  -3.352  3.184  0.000
H  1.311  -5.438  1.994  0.000
H  0.419  -5.252  -0.335  0.000
H  0.244  -3.003  -1.365  0.002
N  -1.626  0.115  -3.240  -0.007
P  -1.997  -0.026  -1.596  0.191
C  -3.462  -1.078  -1.700  0.019
C  -3.371  -2.263  -2.435  0.020
C  -4.473  -3.095  -2.555  -0.004
C  -5.665  -2.752  -1.931  0.011
C  -5.753  -1.579  -1.192  -0.005
C  -4.656  -0.740  -1.071  0.010
C  -2.643  1.609  -1.113  -0.039
C  -3.289  2.391  -2.074  0.001
C  -3.837  3.614  -1.728  0.001
C  -3.754  4.064  -0.415  0.004
C  -3.119  3.292  0.545  -0.001
C  -2.560  2.069  0.196  -0.001
C  -0.473  0.723  -3.690  0.007
C  -0.303  0.978  -5.056  0.011
C  0.838  1.616  -5.466  0.000
C  1.788  1.995  -4.515  0.003
C  1.549  1.685  -3.203  0.002
N  0.439  1.043  -2.774  0.050
H  -2.326  -0.132  -3.925  0.000
H  -2.441  -2.543  -2.916  0.003
H  -4.400  -4.006  -3.132  0.000
H  -6.528  -3.396  -2.027  0.001
H  -6.685  -1.311  -0.715  0.000
H  -4.737  0.176  -0.500  0.001
H  -3.366  2.047  -3.097  0.001
H  -4.331  4.215  -2.479  0.000
H  -4.185  5.018  -0.146  0.000
H  -3.045  3.643  1.565  -0.001
H  -2.053  1.491  0.960  0.020
H  -1.072  0.687  -5.758  0.001
H  0.991  1.833  -6.514  0.000
H  2.687  2.523  -4.790  0.001
H  2.245  1.972  -2.430  -0.005
N  10.850  2.812  -1.236  0.000
C  9.808  2.338  -1.297  0.000
C  8.498  1.742  -1.372  0.000
C  7.749  1.557  -0.214  0.000
C  6.489  0.991  -0.287  -0.001
C  5.984  0.628  -1.525  0.000
C  6.720  0.803  -2.687  0.001
C  7.986  1.356  -2.607  0.000
N  4.670  0.066  -1.614  0.003
C  4.246  -0.885  -2.515  0.010
C  2.935  -1.102  -2.246  -0.001
N  2.546  -0.298  -1.198  0.110
C  3.612  0.391  -0.850  0.018
H  8.164  1.843  0.743  0.000
H  5.926  0.810  0.618  0.000
H  6.311  0.529  -3.649  0.000
H  8.575  1.499  -3.502  0.000
H  4.912  -1.340  -3.223  0.001
H  2.263  -1.791  -2.727  0.004
H  3.654  1.134  -0.071  0.001
C  -4.103  -0.033  7.398  0.000
C  -3.684  -0.284  5.979  0.002
C  -4.235  0.436  4.928  0.000
C  -3.857  0.182  3.616  0.000
C  -2.915  -0.803  3.358  0.005
C  -2.338  -1.528  4.399  0.000
C  -2.725  -1.263  5.695  -0.001
S  -2.508  -1.068  1.678  0.007
C  -2.594  -2.839  1.559  0.001
O  -1.019  -0.736  1.523  0.032
H  -4.804  0.796  7.466  0.000
H  -3.242  0.196  8.025  0.000
H  -4.583  -0.918  7.816  0.000
H  -4.969  1.203  5.134  0.000
H  -4.292  0.746  2.801  0.000
H  -1.583  -2.279  4.204  -0.001
H  -2.280  -1.820  6.510  0.000
H  -3.553  -3.170  1.952  0.001
H  -1.767  -3.272  2.122  0.000
H  -2.517  -3.101  0.506  -0.002

The net charge is +2. As for the spin multiplicity: 6. The value obtained for the frontier orbital gap (alpha / beta) is 7.815 / 6.503 eV.

---

ORCA calculation (ωB97M-V/def2-TZVPD) on C5H7N as an isolated structure.

Last column: Löwdin charge in e.
CARTESIAN COORDINATES (ANGSTROEM)
C  1.408  -0.138  0.752  -0.080
C  0.702  0.767  -0.240  -0.195
C  0.618  -0.715  -0.395  -0.089
C  -1.259  -0.311  -0.994  -0.107
N  -1.008  -0.558  0.471  -0.037
C  -0.803  0.802  -0.085  -0.267
H  2.481  -0.228  0.572  0.105
H  1.106  -0.212  1.792  0.100
H  1.230  1.417  -0.931  0.135
H  0.990  -1.414  -1.131  0.120
H  -2.315  -0.355  -1.294  0.058
H  -1.745  -0.674  1.170  0.130
H  -1.404  1.620  0.313  0.128

The value obtained for the frontier orbital gap (alpha / beta) is 7.282 / 7.284 eV.

---

ORCA calculation (ωB97M-V/def2-TZVPD) on a 2-piece molecular cluster, C18H21ClNO overall.

Last column: Löwdin charge in e.
CARTESIAN COORDINATES (ANGSTROEM)
C  -2.555  0.313  2.930  0.004
C  -1.474  0.847  2.029  -0.496
N  -1.874  1.778  1.086  0.123
C  -1.018  2.344  0.166  -0.259
C  0.330  2.257  0.157  -0.048
C  0.953  2.999  -0.969  -0.183
C  -0.266  3.369  -1.865  -0.170
C  -1.539  3.162  -1.010  -0.122
O  -0.312  0.465  2.128  0.034
H  -3.500  0.859  2.876  0.081
H  -2.730  -0.741  2.682  0.085
H  -2.182  0.336  3.958  0.095
H  -2.857  2.007  1.047  0.148
H  0.926  1.751  0.904  0.096
H  1.451  3.922  -0.634  0.115
H  1.707  2.410  -1.505  0.095
H  -0.184  4.388  -2.250  0.107
H  -0.286  2.687  -2.723  0.094
H  -2.341  2.660  -1.574  0.109
H  -1.938  4.141  -0.691  0.120
Cl  4.148  -2.737  3.586  0.777
C  3.096  -2.459  2.274  -0.637
C  3.550  -1.729  1.163  -0.060
C  2.688  -1.493  0.097  0.027
C  1.352  -1.977  0.113  -0.161
C  0.468  -1.696  -0.973  -0.086
C  -0.916  -2.238  -1.076  -0.094
C  -1.483  -1.661  -2.423  -0.122
C  -0.337  -0.858  -2.964  0.064
C  0.759  -0.913  -2.113  0.012
C  0.930  -2.735  1.242  0.023
C  1.784  -2.962  2.313  -0.059
H  4.569  -1.351  1.140  0.120
H  3.038  -0.929  -0.768  0.118
H  -0.943  -3.337  -1.081  0.148
H  -1.538  -1.930  -0.225  0.136
H  -1.803  -2.480  -3.081  0.134
H  -2.373  -1.050  -2.221  0.131
H  -0.385  -0.334  -3.916  0.132
H  1.728  -0.440  -2.282  0.122
H  -0.091  -3.124  1.272  0.126
H  1.446  -3.524  3.182  0.120

The net charge is +1. The value obtained for the frontier orbital gap is 5.324 eV.

---

ORCA calculation (ωB97M-V/def2-TZVPD) on a single C15H17N3O5S2 molecule.

Last column: Löwdin charge in e.
CARTESIAN COORDINATES (ANGSTROEM)
C  -6.562  0.213  -2.533  -0.059
C  -5.589  -0.956  -2.583  -0.216
O  -4.237  -0.511  -2.510  -0.059
C  -3.740  -0.271  -1.285  -0.516
O  -4.358  -0.440  -0.259  0.103
C  -2.368  0.199  -1.371  -0.363
S  -1.595  0.378  -2.928  1.135
C  -0.155  0.899  -2.073  -0.660
N  0.994  1.211  -2.710  -0.060
S  2.139  2.229  -1.919  0.689
O  3.190  2.344  -2.883  -0.286
O  1.477  3.412  -1.476  -0.264
C  2.631  1.207  -0.557  -0.307
C  2.153  1.469  0.712  -0.053
C  2.508  0.641  1.759  0.015
C  3.347  -0.450  1.527  -0.205
N  3.741  -1.323  2.536  0.118
C  3.391  -1.325  3.865  -0.505
C  4.055  -2.453  4.623  0.001
O  2.642  -0.528  4.372  0.080
C  3.828  -0.691  0.236  -0.010
C  3.467  0.137  -0.807  -0.050
N  -0.267  0.926  -0.787  0.106
C  -1.497  0.546  -0.365  -0.323
C  -1.785  0.541  1.091  0.001
H  -7.578  -0.151  -2.660  0.077
H  -6.486  0.718  -1.574  0.076
H  -6.336  0.923  -3.326  0.078
H  -5.781  -1.643  -1.752  0.122
H  -5.660  -1.489  -3.533  0.124
H  0.990  1.240  -3.717  0.119
H  1.502  2.314  0.856  0.116
H  2.142  0.826  2.755  0.103
H  4.369  -2.056  2.236  0.142
H  5.138  -2.358  4.566  0.085
H  3.763  -3.413  4.204  0.085
H  3.748  -2.411  5.664  0.085
H  4.483  -1.532  0.057  0.113
H  3.830  -0.024  -1.809  0.118
H  -2.756  0.095  1.280  0.069
H  -1.004  -0.006  1.613  0.085
H  -1.777  1.565  1.461  0.093

The SMILES is CCOC(=O)c1sc(NS(=O)(=O)c2ccc(NC(C)=O)cc2)nc1C. The value obtained for the frontier orbital gap is 9.034 eV.

---

ORCA calculation (ωB97M-V/def2-TZVPD) on C5H12O as an isolated structure.

Last column: Löwdin charge in e.
CARTESIAN COORDINATES (ANGSTROEM)
C  -0.824  -2.305  0.346  -0.174
C  -0.743  -0.781  0.065  -0.206
C  0.382  1.229  -0.533  -0.263
C  -0.569  2.368  -0.439  -0.045
O  1.313  1.149  0.375  -0.119
C  1.877  -0.117  0.475  -0.103
H  -0.278  -2.890  -0.402  0.060
H  -0.413  -2.577  1.325  0.062
H  -1.856  -2.696  0.335  0.061
H  -1.306  -0.252  0.843  0.071
H  -1.233  -0.598  -0.899  0.059
H  0.601  0.768  -1.495  0.131
H  -1.567  2.012  -0.721  0.083
H  -0.306  3.202  -1.104  0.083
H  -0.602  2.734  0.591  0.090
H  2.526  -0.136  1.348  0.074
H  0.610  -0.680  0.331  0.054
H  2.390  -0.429  -0.442  0.083

The value obtained for the frontier orbital gap is 8.380 eV.

---

no.,maximum force (hartree/bohr)
1,0.0165
2,0.0118
3,0.0341
4,0.0310
5,0.0112